[1]
The following is a quantum chemistry calculation of a gas-phase ion, C9H16N6 (charge +2), from the OMol25 dataset.

Summary:
SMILES = CC/[N+](CC/C(N)=N\C#[NH+])=C1\CC=NN1
HOMO = -16.86 eV
Energy above the lowest of the compared OMol25 structures with the same formula, charge and spin = 171.1 kJ/mol
LUMO = -7.5 eV
2S+1 = 1
Total charge = +2
Max |F| = 0.0943 Eh/bohr

Atoms and positions in Å:
H -0.14 -0.24 2.26
C -1.52 0.37 0.22
H -1.41 1.52 1.84
N -0.38 -0.32 0.21
C -3.55 1.28 -0.37
N 1.42 0.70 -2.92
C -0.24 -1.50 -0.65
C 2.64 0.76 0.48
C 1.34 0.91 1.26
H 3.72 1.05 2.23
N -3.05 1.98 0.56
H -0.47 -3.15 0.85
N 2.53 0.60 -0.81
H -1.85 -2.90 -0.43
H 4.68 0.81 0.89
H 1.17 0.44 -3.88
C 0.44 -0.29 1.43
H -0.38 -3.54 -0.74
N 3.72 0.82 1.23
H 0.89 1.75 0.75
C -0.80 -2.83 -0.12
H 1.10 -1.09 1.70
H -0.50 -1.38 -1.69
H 1.68 1.56 2.19
C 1.97 0.73 -1.89
H -2.87 -0.73 -1.31
H -4.56 1.57 -0.82
N -1.87 1.41 0.95
H -1.95 0.89 -1.75
H 0.80 -1.49 -0.77
C -2.56 0.33 -0.91

=====

[2]
The following is a quantum chemistry calculation of 2 unconnected molecules or ions with the total composition H6N2O3Si, from the OMol25 dataset.

Summary:
HOMO (alpha / beta) = -7.61 / -10.27 eV
LUMO (alpha / beta) = 0.7 / -1.1 eV
2S+1 = 3
Max |F| = 0.0731 Eh/bohr

Atoms and positions in Å:
H -0.69 -2.27 -1.36
N -1.37 -1.39 0.27
O 2.44 0.77 1.23
N -1.41 -1.65 -1.05
O 1.52 0.25 -1.32
H 2.62 0.09 1.94
O 0.74 2.33 -0.04
H -0.89 -2.20 0.76
H 2.09 0.80 -1.83
H -1.14 -0.70 -1.47
H 0.72 3.22 0.50
Si 1.13 0.70 0.18

=====

[3]
The following is a quantum chemistry calculation of 2 unconnected molecules or ions with the total composition C5H10N2O, from the OMol25 dataset.

Summary:
HOMO = -7.51 eV
Energy above the lowest of the compared OMol25 structures with the same formula, charge and spin = 862.1 kJ/mol
LUMO = -2.5 eV
2S+1 = 1
Max |F| = 0.0452 Eh/bohr

Atoms and positions in Å:
C -1.60 -0.99 -0.50
H -1.88 -2.66 1.04
C 1.58 1.68 0.24
H 0.84 0.26 -1.41
H 0.41 2.08 1.82
O -1.54 -0.79 -1.70
C 0.57 0.75 -0.47
H 2.36 2.19 -0.34
H -0.14 -0.94 1.23
H -0.41 1.19 -0.47
N 1.56 0.36 0.58
H -1.32 -3.16 -0.65
H 1.52 3.31 1.54
C -0.22 -1.55 0.34
H 0.73 -1.90 -0.02
C -1.37 -2.41 0.13
H -2.27 -0.43 0.17
N 0.93 2.60 1.13

=====

[4]
The following is a quantum chemistry calculation of a molecular structure, C23H28N2O3, from the OMol25 dataset.

Summary:
HOMO = -7.83 eV
Energy above the lowest of the compared OMol25 structures with the same formula, charge and spin = 1927.7 kJ/mol
LUMO = 0.4 eV
2S+1 = 1
Max |F| = 0.3871 Eh/bohr

Atoms and positions in Å:
H 1.24 2.22 0.80
H 6.96 -3.81 -2.10
C -0.19 0.77 0.25
H -0.41 -0.29 3.52
H -4.79 0.49 -0.58
H -2.85 0.16 -4.65
H -1.60 3.94 -2.24
O -2.38 3.51 2.86
H 0.34 0.68 -0.84
H 0.08 -3.66 1.48
C -3.52 2.14 0.05
C -2.66 3.06 -0.24
C -0.55 0.22 2.61
C 3.57 -4.04 -1.68
C 4.82 -4.32 -2.10
H 0.33 -2.60 2.72
C 4.84 -2.75 0.21
O -4.23 0.49 -3.24
C -2.64 2.39 -2.75
H 6.89 -2.54 0.09
C -2.02 4.13 0.49
C 1.91 -2.77 1.49
H 1.23 -0.03 1.38
H -1.79 0.30 2.54
H -2.94 4.87 0.86
H 4.65 -2.30 1.13
N 2.25 -3.17 0.28
H 1.39 -3.85 -0.12
H 2.79 -4.32 -2.01
H -1.30 0.64 -0.10
H 4.74 -4.80 -3.29
H -0.77 2.04 3.69
H 0.67 1.98 3.18
H -3.97 2.29 0.88
C 0.43 -2.71 1.66
C -3.84 0.41 -4.47
H -0.02 -2.00 -0.13
C -0.25 -1.79 0.86
H -1.32 4.79 0.16
O 2.88 -1.91 1.95
C -0.24 1.74 3.05
N -0.54 2.69 1.76
C 5.92 -2.98 -0.56
H -0.14 3.00 -0.04
C 0.10 2.15 0.68
C -2.18 3.34 -1.81
H -1.45 -1.75 1.11
C -1.62 3.56 2.01
C -3.62 1.42 -2.29
C 5.92 -3.69 -1.58
C 3.59 -3.29 -0.14
H -4.21 1.38 -4.87
H -2.41 2.51 -3.67
C 0.23 -0.10 1.27
H -4.38 -0.30 -4.96
C -3.90 1.46 -0.87

=====

[5]
The following is a quantum chemistry calculation of a single C5H6FN molecule, from the OMol25 dataset.

Summary:
SMILES = C#C[C@H]1NC[C@H]1F
HOMO = -9.56 eV
Energy above the lowest of the compared OMol25 structures with the same formula, charge and spin = 262.5 kJ/mol
LUMO = 1.1 eV
2S+1 = 1
Max |F| = 0.0341 Eh/bohr

Atoms and positions in Å:
H 0.25 0.03 2.21
F 1.73 -0.55 0.99
C 0.42 -0.26 1.19
H -0.16 -1.77 -0.26
H 1.67 1.21 -3.00
N -1.39 -0.07 0.16
H -0.39 1.82 0.60
C 1.09 1.11 -2.11
H -1.18 -1.90 1.23
C 0.55 0.99 -1.04
C -0.20 0.80 0.22
H -1.78 -0.19 -0.77
C -0.61 -1.21 0.58

=====

[6]
The following is a quantum chemistry calculation of a molecular structure, C6H3AuO5, from the OMol25 dataset.

Summary:
HOMO (alpha / beta) = -27.88 / -28.06 eV
Energy above the lowest of the compared OMol25 structures with the same formula, charge and spin = 0.0 kJ/mol
LUMO (alpha / beta) = -19.7 / -23.0 eV
2S+1 = 3
Total charge = +4
Max |F| = 0.2788 Eh/bohr

Atoms and positions in Å:
O -0.91 0.66 -0.94
C 1.86 -0.55 -0.23
C 0.00 -2.24 -0.51
O 2.07 0.63 -0.22
H -1.32 0.36 2.30
Au 3.10 1.93 -0.41
O -2.33 2.37 -1.39
H 2.63 -1.30 -0.50
C -1.28 0.56 1.23
C -0.60 -0.01 0.22
H 0.52 -1.35 1.26
O -2.06 1.54 0.71
C 0.46 -1.04 0.17
C -1.83 1.60 -0.64
O -0.29 -3.17 -1.06

=====

[7]
The following is a quantum chemistry calculation of a gas-phase ion, C3H7N2O2 (charge +1), from the OMol25 dataset.

Summary:
HOMO = -13.95 eV
Energy above the lowest of the compared OMol25 structures with the same formula, charge and spin = 394.6 kJ/mol
LUMO = -4.7 eV
2S+1 = 1
Total charge = +1
Max |F| = 0.0975 Eh/bohr

Atoms and positions in Å:
H 1.18 -2.00 0.08
N 0.91 0.14 -0.05
N -0.77 -1.46 -0.09
O -2.77 1.50 -0.10
H 2.22 1.65 -0.03
H -3.46 1.05 0.28
C 2.26 0.65 0.08
C -1.82 0.66 -0.28
O -1.85 -0.60 -0.08
C 0.58 -1.10 -0.03
H 2.92 0.20 -0.62
H 2.60 0.54 1.20
H -1.11 -2.41 0.15
H -0.88 1.17 -0.51

=====

What did the second record say?
The following is a quantum chemistry calculation of 2 unconnected molecules or ions with the total composition H6N2O3Si, from the OMol25 dataset.

Summary:
HOMO (alpha / beta) = -7.61 / -10.27 eV
LUMO (alpha / beta) = 0.7 / -1.1 eV
2S+1 = 3
Max |F| = 0.0731 Eh/bohr

Atoms and positions in Å:
H -0.69 -2.27 -1.36
N -1.37 -1.39 0.27
O 2.44 0.77 1.23
N -1.41 -1.65 -1.05
O 1.52 0.25 -1.32
H 2.62 0.09 1.94
O 0.74 2.33 -0.04
H -0.89 -2.20 0.76
H 2.09 0.80 -1.83
H -1.14 -0.70 -1.47
H 0.72 3.22 0.50
Si 1.13 0.70 0.18